(1)
30
Properties=species:S:1:pos:R:3:lowdin_charge:R:1 method="wB97M-V/def2-TZVPD" total_energy_ha=-392.8566 de_lowest_ev=4.409 lumo_energy_ev=1.008 homo_energy_ev=-9.991 smiles=C1CCCC1.C1CCCC1
C -2.0993 0.8971 0.8450 -0.2660
C -1.3533 0.2427 1.9756 -0.2508
C -0.8523 -1.1246 1.4221 -0.2083
C -2.1362 -1.4803 0.4998 -0.1906
C -2.5098 -0.1377 -0.2372 -0.1804
C 1.2647 -0.4431 -1.9114 -0.1381
C 1.0368 1.0909 -1.5992 -0.1903
C 1.7941 1.5100 -0.3231 -0.2159
C 2.2572 0.1848 0.1691 -0.3013
C 2.6678 -0.5834 -1.0640 -0.1950
H -3.1049 1.4023 1.2062 0.1300
H -1.3764 1.8125 0.6560 0.1153
H -2.1924 -0.2261 2.8706 0.1688
H -0.5384 1.0650 2.5203 0.1610
H -0.5458 -1.9443 2.1527 0.1158
H 0.0139 -1.2110 0.7240 0.0561
H -2.9277 -1.9215 1.0568 0.0689
H -2.0443 -2.3363 -0.2989 0.1262
H -3.4512 -0.1258 -0.6600 0.0662
H -1.8471 -0.0312 -1.1575 0.0922
H 0.3073 -0.9568 -1.6302 0.0927
H 1.5810 -0.6500 -2.9222 0.0788
H -0.1516 1.2073 -1.5192 0.1169
H 1.4140 1.8234 -2.3102 0.0923
H 1.0965 1.9161 0.3907 0.0838
H 2.6031 2.1721 -0.4313 0.0927
H 1.5989 -0.5895 0.6762 0.0711
H 3.0488 0.1277 1.2065 0.1741
H 2.9977 -1.6566 -0.7096 0.1340
H 3.4488 -0.0337 -1.5976 0.0998

(2)
19
Properties=species:S:1:pos:R:3:lowdin_charge:R:1 method="wB97M-V/def2-TZVPD" total_energy_ha=-762.2024 total_charge=-1 de_lowest_ev=5.495 lumo_energy_ev="2.661 / -0.457" homo_energy_ev="-3.209 / -3.226" spin_multiplicity=2
C -0.3483 0.6477 -0.6121 -0.2674
N 0.7229 1.0884 0.2611 0.0527
C 1.7396 0.0017 0.2922 -0.3428
O 2.6550 -0.1614 -0.8305 -0.1962
C -1.5635 -0.3705 -0.0858 -0.1833
C -2.6686 0.5584 0.4083 -0.2215
S -5.0639 -1.1132 0.0240 0.2266
H 0.0105 0.2980 -1.6024 0.1071
H -0.8275 1.6129 -0.8344 0.0774
H 1.3161 -0.9844 0.4172 0.0918
H 2.4609 0.3002 1.1740 0.1243
H -1.1704 -1.0907 0.7160 0.1161
H -1.9939 -1.0208 -0.9455 0.1103
H -2.5391 0.9634 1.3507 0.0604
H -3.0931 1.2748 -0.2816 0.0787
H -3.5021 -0.0564 0.5719 -0.1942
H 5.5741 -0.9768 0.1782 -0.1801
H 3.6412 -0.0094 -0.5066 0.0300
O 4.6500 -0.9619 0.3056 -0.4898

(3)
100
Properties=species:S:1:pos:R:3:lowdin_charge:R:1 method="wB97M-V/def2-TZVPD" total_energy_ha=-3833.5143 total_charge=+1 lumo_energy_ev="-3.296 / -3.069" homo_energy_ev="-9.901 / -9.919" spin_multiplicity=4
Cr 0.1252 -0.1710 -0.1927 0.9417
C 1.9308 4.7724 1.0375 0.0038
C 1.1943 3.7867 0.1971 -0.2376
C 0.5092 3.9798 -0.9891 0.0570
C 0.0362 2.7188 -1.3549 -0.2050
N 0.3959 1.8283 -0.4308 0.0220
N 1.1248 2.4791 0.5034 0.0659
B 2.0110 1.6264 1.4330 -0.4808
N 2.8459 0.6858 0.5248 0.0518
N 2.2098 -0.1938 -0.2934 0.0293
C 3.1522 -0.8397 -0.9878 -0.2177
C 4.4106 -0.3714 -0.6099 0.0560
C 4.1748 0.5987 0.3493 -0.2383
C 5.1494 1.4376 1.1037 -0.0014
C 2.8349 -1.8800 -1.9743 -0.1812
C 3.6285 -3.0216 -2.0589 -0.0260
C 3.3132 -4.0251 -2.9617 -0.0662
C 2.1999 -3.9012 -3.7812 -0.0692
C 1.4118 -2.7601 -3.7094 -0.0603
C 1.7360 -1.7500 -2.8170 -0.0365
N 1.1634 0.7195 2.3451 0.0530
N 0.3406 -0.2490 1.8403 0.0430
C -0.1169 -0.9666 2.8856 -0.2020
C 0.3857 -0.4102 4.0625 0.0444
C 1.1818 0.6526 3.6840 -0.2495
C 1.9756 1.5740 4.5460 -0.0007
C -0.9500 -2.1862 2.8390 -0.1621
C -2.0160 -2.3619 1.9634 -0.0338
C -2.7687 -3.5264 1.9847 -0.0512
C -2.4638 -4.5351 2.8852 -0.0692
C -1.4105 -4.3650 3.7747 -0.0693
C -0.6630 -3.2000 3.7560 -0.0312
C -0.7021 2.3244 -2.5586 -0.1953
C -0.9875 0.3188 -3.9192 -0.0969
C -1.8738 0.6770 -4.8362 -0.0466
C -2.5741 1.9491 -5.0418 -0.0736
C -2.3889 3.0558 -4.3303 -0.0686
C -1.4932 3.1977 -3.1801 -0.0063
H 1.7421 5.7788 0.6704 0.0909
H 3.0062 4.5951 1.0106 0.0849
H 1.6081 4.7166 2.0773 0.0795
H 0.4078 4.9023 -1.5337 0.1274
H 2.7253 2.3221 2.0813 0.1215
H 5.3640 -0.6742 -1.0070 0.1239
H 6.1624 1.1604 0.8213 0.0888
H 5.0418 1.2981 2.1792 0.0857
H 5.0120 2.4974 0.8886 0.0861
H 4.4824 -3.1314 -1.4017 0.1203
H 3.9345 -4.9089 -3.0213 0.1109
H 1.9531 -4.6865 -4.4833 0.1108
H 0.5546 -2.6575 -4.3627 0.1081
H 1.1596 -0.8316 -2.7871 0.0893
H 0.1872 -0.7361 5.0691 0.1260
H 1.8102 1.3186 5.5903 0.0897
H 1.6839 2.6135 4.3946 0.0868
H 3.0424 1.4937 4.3382 0.0848
H -2.3002 -1.5690 1.2929 0.0798
H -3.6053 -3.6261 1.3044 0.1165
H -3.0504 -5.4441 2.9066 0.1077
H -1.1690 -5.1430 4.4868 0.1079
H 0.1695 -3.0945 4.4412 0.1136
H -0.5735 -0.6785 -3.9385 0.0989
H -2.0887 -0.1089 -5.5492 0.1115
H -3.2918 1.9677 -5.8514 0.1072
H -2.9622 3.9381 -4.5830 0.1073
H -1.5057 4.1700 -2.7035 0.1125
C -1.5954 4.9968 3.3751 -0.0365
C -1.9636 3.9256 2.3860 -0.2599
C -2.3330 4.2629 1.0866 -0.0291
C -2.6528 3.2820 0.1613 -0.0831
C -2.5893 1.9457 0.5289 -0.3708
C -2.2945 1.5942 1.8366 -0.0606
C -1.9654 2.5802 2.7511 -0.0210
S -3.1437 0.7511 -0.6720 0.9496
O -0.4335 0.9974 -2.8501 -0.0446
O -4.2378 0.0023 -0.0231 -0.4450
N -1.7750 -0.2853 -0.6914 -0.2881
C -2.0468 -1.5072 -1.3396 -0.3072
C -3.1303 -1.8266 -2.1273 -0.0202
C -3.2845 -3.1277 -2.6529 -0.0438
C -2.3946 -4.1298 -2.3877 -0.0254
C -1.2676 -3.8445 -1.5837 -0.1508
C -0.2916 -4.7947 -1.2150 0.0308
C 0.7612 -4.4334 -0.4178 -0.0119
C 0.8778 -3.0976 -0.0148 -0.0897
N -0.0063 -2.1874 -0.3622 0.0114
C -1.0971 -2.5375 -1.1031 -0.1775
H -2.3395 5.7934 3.3831 0.0873
H -0.6366 5.4526 3.1175 0.0721
H -1.5175 4.5946 4.3843 0.0791
H -2.3780 5.3071 0.7994 0.1229
H -2.9477 3.5496 -0.8459 0.1034
H -2.3593 0.5643 2.1466 0.1024
H -1.7311 2.3012 3.7723 0.1170
H -3.8978 -1.0954 -2.3360 0.1019
H -4.1533 -3.3305 -3.2651 0.1150
H -2.5400 -5.1304 -2.7721 0.1174
H -0.3934 -5.8156 -1.5630 0.1311
H 1.5126 -5.1470 -0.1131 0.1202
H 1.7118 -2.7602 0.5884 0.1337

(4)
119
Properties=species:S:1:pos:R:3:lowdin_charge:R:1 method="wB97M-V/def2-TZVPD" total_energy_ha=-5520.3769 total_charge=-2 de_lowest_ev=0.000 lumo_energy_ev=2.827 homo_energy_ev=-1.886
Ba 11.5952 13.2443 13.9792 1.9711
C 16.3558 9.1370 18.8024 -0.0835
C 15.2044 9.4364 17.9302 -0.2924
C 14.7773 8.4921 16.9805 -0.0486
C 13.6947 8.7566 16.1616 -0.0689
C 13.0002 9.9469 16.3277 -0.2830
C 13.4102 10.9206 17.2558 -0.0272
C 14.5003 10.6392 18.0637 -0.0205
S 11.6685 10.0650 15.2149 0.5813
O 12.2408 10.5220 13.9341 -0.4298
O 10.8288 8.9021 15.2057 -0.2965
N 10.8640 11.3845 15.7592 -0.2632
C 10.1510 11.3890 16.8817 -0.2880
C 10.0264 10.2728 17.7593 -0.0418
C 9.2751 10.3461 18.9272 -0.1042
C 8.5557 11.4988 19.2081 -0.1082
C 8.6082 12.6405 18.3990 -0.1765
C 7.8274 13.7977 18.6812 -0.0342
C 7.8734 14.8756 17.8181 -0.0907
C 8.7445 14.8040 16.7198 -0.1352
N 9.4906 13.7298 16.4376 0.1034
C 9.4084 12.6120 17.2004 -0.1406
H 16.1457 8.2956 19.5057 0.0827
H 16.6717 10.0299 19.3926 0.0810
H 17.2370 8.8042 18.2142 0.0816
H 15.2828 7.5238 16.8788 0.1097
H 13.3131 8.0027 15.4580 0.1207
H 12.9246 11.8941 17.3263 0.1062
H 14.8415 11.3861 18.7750 0.1135
H 10.5431 9.3644 17.4536 0.0879
H 9.2487 9.5003 19.6110 0.0931
H 7.8788 11.5162 20.0645 0.0883
H 7.1980 13.8258 19.5717 0.1027
H 7.2107 15.7320 17.9391 0.0855
H 8.8419 15.6453 16.0344 0.0684
O 9.0078 12.2944 13.4782 -0.1163
C 8.6717 12.2258 12.2913 -0.2179
C 9.0581 13.0943 11.1815 -0.0983
C 8.4395 12.8051 9.9822 0.0218
C 8.7912 13.5198 8.8811 -0.2298
C 9.7852 14.4780 8.7999 -0.0119
C 10.4053 14.8160 9.9559 -0.0074
C 9.9711 14.2862 11.2176 -0.3936
O 10.2976 14.9352 12.2397 -0.1776
N 8.0695 13.2617 7.7043 -0.3685
O 7.1677 12.4087 7.7745 -0.0124
O 8.3491 13.9053 6.6814 -0.0072
H 8.0306 11.3779 11.9505 0.1231
H 7.7082 11.9980 9.9001 0.1262
H 10.0037 14.9308 7.8115 0.1253
H 11.2253 15.5395 10.0053 0.1218
O 12.4150 12.6012 11.4502 -0.2133
C 13.6171 12.3186 11.1582 -0.3784
C 13.8539 11.0037 10.5609 -0.0297
C 15.0016 10.7470 9.8558 -0.1365
C 16.0306 11.6981 9.8716 -0.1696
C 15.9331 12.9138 10.5366 -0.0844
C 14.7661 13.2622 11.2635 -0.0854
C 14.6697 14.5456 11.9687 -0.2447
N 13.6597 14.9758 12.7757 0.0363
C 13.9828 16.2423 13.1884 -0.1730
C 15.1922 16.6404 12.6455 -0.1418
N 15.6204 15.5460 11.9195 0.0811
H 13.0191 10.3206 10.6212 0.1017
H 15.1363 9.8434 9.2509 0.0897
H 16.9636 11.4767 9.3495 0.0719
H 16.7762 13.6023 10.4900 0.0850
H 13.3306 16.8078 13.8448 0.0690
H 15.7469 17.5661 12.7496 0.0429
H 16.4165 15.4845 11.3001 0.1303
O 13.9578 12.7416 15.1458 -0.3949
O 13.6192 13.7806 16.0044 -0.3828
F 19.1999 12.2533 15.0319 0.0374
C 17.9036 12.3679 15.0053 -0.3631
C 17.2315 11.4643 14.1876 -0.0205
C 15.8551 11.5751 14.1818 0.0081
C 15.2801 12.6049 14.9727 -0.2741
C 16.0271 13.5399 15.7306 -0.0246
C 17.3933 13.3914 15.8077 -0.0206
H 17.7869 10.7105 13.6407 0.1104
H 15.2044 10.8880 13.6193 0.1257
H 15.4870 14.3003 16.3251 0.1018
H 18.0775 14.0123 16.3764 0.1033
Cl 6.4083 19.2901 19.6236 0.6926
C 7.7915 19.5726 18.6762 -0.6979
C 8.6935 18.5207 18.4684 -0.0799
C 9.8905 18.7450 17.7962 0.0120
C 10.1361 20.0008 17.2233 -0.1640
C 11.4151 20.2442 16.4531 -0.2816
C 11.2549 20.1025 14.8974 -0.0501
N 10.5105 18.9155 14.5051 -0.0742
C 9.2635 18.8295 13.8564 -0.0622
C 8.9279 17.4899 13.7974 -0.1288
N 9.8951 16.7443 14.4421 0.0604
C 10.8160 17.6251 14.8336 -0.1606
O 12.4379 19.3737 16.9466 -0.1167
C 13.6647 20.0398 17.2344 -0.1681
C 14.4526 20.4092 16.0117 -0.3228
C 15.2238 19.5035 15.2950 -0.9094
Cl 15.5209 17.8735 15.7287 0.7374
S 15.8914 20.2073 13.8281 0.9890
C 15.1433 21.7063 14.1805 -0.4326
C 14.4085 21.6592 15.3292 -0.1725
C 9.2100 21.0536 17.4031 -0.5613
Cl 9.4306 22.6841 16.7907 0.6717
C 8.0316 20.8419 18.1463 -0.1347
H 8.4228 17.5271 18.8439 0.0955
H 10.6318 17.9460 17.6897 0.1325
H 11.7491 21.2888 16.6378 0.1140
H 12.2281 20.0466 14.3945 0.1276
H 10.7258 21.0033 14.5136 0.1277
H 8.7603 19.7182 13.4567 0.1059
H 8.0949 16.9890 13.3329 0.1021
H 11.7226 17.3934 15.3999 0.1341
H 14.2460 19.3321 17.8651 0.1286
H 13.4756 20.9193 17.8791 0.1330
H 15.2750 22.5737 13.5399 0.0655
H 13.7941 22.4767 15.7006 0.1125
H 7.3633 21.6853 18.3045 0.0971